Entry 1:
{
  "formula": "C21H56O21S7",
  "method": "ωB97M-V/def2-TZVPD",
  "smiles": "CCOS(C)(=O)=O.CCOS(C)(=O)=O.CCOS(C)(=O)=O.CCOS(C)(=O)=O.CCOS(C)(=O)=O.CCOS(C)(=O)=O.CCOS(C)(=O)=O",
  "orbital_gap_ev": 10.61,
  "homo_ev": -10.9,
  "symbols": ["C", "C", "O", "S", "C", "O", "O", "H", "H", "H", "H", "H", "H", "H", "H", "C", "C", "O", "S", "C", "O", "O", "H", "H", "H", "H", "H", "H", "H", "H", "C", "C", "O", "S", "C", "O", "O", "H", "H", "H", "H", "H", "H", "H", "H", "C", "C", "O", "S", "C", "O", "O", "H", "H", "H", "H", "H", "H", "H", "H", "C", "C", "O", "S", "C", "O", "O", "H", "H", "H", "H", "H", "H", "H", "H", "C", "C", "O", "S", "C", "O", "O", "H", "H", "H", "H", "H", "H", "H", "H", "C", "C", "O", "S", "C", "O", "O", "H", "H", "H", "H", "H", "H", "H", "H"],
  "xyz": [[-23.518616, -30.760936, 14.785984], [-22.663431, -29.536407, 14.618308], [-22.262998, -29.323025, 13.328250], [-22.435294, -27.848420, 12.599506], [-20.834287, -27.238884, 13.316172], [-22.314383, -27.987593, 11.166471], [-23.525331, -27.072626, 13.170744], [-24.531333, -30.489389, 14.488049], [-23.389999, -31.082763, 15.819414], [-23.127141, -31.522804, 14.111882], [-23.231131, -28.698017, 15.021945], [-21.698374, -29.570856, 15.123860], [-20.619227, -26.188464, 13.120030], [-20.031366, -27.908348, 13.007575], [-20.913911, -27.359598, 14.396538], [-21.003953, -20.272756, 20.448654], [-20.479170, -21.674501, 20.037274], [-21.326946, -22.741158, 20.426624], [-21.518828, -23.169389, 22.022654], [-19.877558, -24.086332, 22.159600], [-21.510213, -21.974296, 22.825121], [-22.626539, -24.158058, 22.115360], [-20.267080, -19.536227, 20.128286], [-21.078001, -20.214143, 21.534558], [-21.982920, -20.029946, 20.035409], [-20.408406, -21.784059, 18.955113], [-19.552063, -21.873719, 20.574767], [-18.956084, -23.542706, 21.951124], [-19.908814, -24.828553, 21.361956], [-19.783099, -24.621087, 23.104693], [-24.746140, -26.220875, 19.913105], [-25.624677, -24.908430, 19.946090], [-25.104425, -24.075332, 18.924250], [-25.449892, -22.425477, 18.770327], [-24.499630, -21.748373, 20.106559], [-24.856478, -21.997064, 17.529160], [-26.921931, -22.335192, 18.981537], [-23.716595, -26.077723, 19.585007], [-25.123074, -26.920133, 19.166739], [-24.866064, -26.629723, 20.916380], [-26.683832, -25.070302, 19.745833], [-25.583805, -24.291708, 20.843919], [-25.002815, -20.853169, 20.471968], [-23.493967, -21.525590, 19.750059], [-24.374509, -22.547271, 20.837444], [-18.138766, -26.918612, 16.568850], [-19.425948, -26.536947, 17.403809], [-20.390257, -26.248762, 16.447696], [-20.884841, -24.682593, 16.236813], [-22.144315, -24.569756, 17.565650], [-19.771473, -23.816047, 16.525878], [-21.572163, -24.541993, 14.920084], [-17.296467, -27.056036, 17.246885], [-17.804578, -26.240322, 15.783771], [-18.232257, -27.886837, 16.077003], [-19.769409, -27.330716, 18.067179], [-19.210726, -25.764628, 18.142262], [-22.671919, -23.619183, 17.644033], [-21.659044, -24.701509, 18.532728], [-22.804192, -25.400769, 17.316523], [-24.817881, -24.424752, 15.152010], [-25.988706, -24.932126, 15.997201], [-27.010917, -25.550515, 15.199954], [-27.415738, -27.117068, 15.649023], [-26.002592, -27.971834, 14.970713], [-27.275749, -27.267505, 17.097216], [-28.633716, -27.437781, 14.912002], [-24.261031, -23.654023, 15.684912], [-25.180004, -23.943696, 14.243413], [-24.194541, -25.230345, 14.763968], [-25.630613, -25.589214, 16.789743], [-26.554755, -24.184014, 16.552185], [-25.154519, -27.654333, 15.577392], [-25.943832, -27.749769, 13.905193], [-26.147884, -29.048992, 15.052718], [-22.372968, -23.818209, 10.685417], [-21.442033, -22.902020, 11.444431], [-22.047269, -21.613274, 11.554795], [-21.858968, -20.780686, 12.976552], [-23.221032, -21.699119, 13.901948], [-20.538235, -21.138726, 13.461930], [-22.246385, -19.386187, 12.861183], [-23.291380, -24.063951, 11.218550], [-21.927824, -24.783809, 10.445475], [-22.638682, -23.372641, 9.726790], [-21.236106, -23.246172, 12.457972], [-20.486491, -22.841453, 10.923505], [-23.018847, -21.716542, 14.972895], [-23.207069, -22.734835, 13.562533], [-24.156350, -21.249336, 13.568805], [-17.225427, -23.278777, 18.212653], [-15.702436, -23.060211, 18.027465], [-15.022483, -22.439735, 19.173312], [-13.368856, -22.025450, 18.957811], [-13.671874, -20.296519, 18.279948], [-12.738664, -21.978636, 20.259777], [-12.746315, -22.866493, 17.884085], [-17.563043, -23.927837, 17.404665], [-17.748832, -22.325151, 18.281695], [-17.509006, -23.801149, 19.126329], [-15.399531, -24.098804, 17.894479], [-15.315443, -22.491175, 17.182164], [-12.816968, -20.057966, 17.647243], [-13.627228, -19.621379, 19.134523], [-14.622083, -20.245625, 17.748332]],
  "atomic_forces_ev_per_a": [[0.73, 0.05, -0.54], [0.11, 0.54, 2.23], [-0.82, 1.24, -4.13], [1.93, 0.97, 0.81], [-0.74, -0.30, -0.06], [-0.34, -0.42, 1.64], [0.85, -1.30, -0.45], [-0.08, -0.46, 0.30], [-0.57, -0.15, -0.05], [-0.19, -0.24, 0.14], [0.19, 0.35, -0.06], [-0.19, -0.38, 0.85], [-0.26, -0.16, -0.30], [-0.20, 0.10, -0.44], [-0.31, 0.10, -0.06], [0.42, -0.64, 0.06], [-0.04, 1.32, 1.00], [-2.19, -1.67, 1.45], [0.63, -1.52, -0.74], [-0.90, -0.42, -0.33], [-0.22, -0.98, -0.32], [2.69, 2.55, -0.67], [-0.11, 0.07, -0.15], [0.03, 0.03, -0.18], [0.15, -0.06, -0.21], [0.33, -0.01, 0.11], [0.52, 0.38, -0.58], [-0.48, 0.76, 0.29], [-0.40, -0.11, 0.06], [-0.32, 0.32, 0.07], [-1.44, 0.96, 0.10], [0.42, -0.09, -0.22], [0.90, 2.71, -1.99], [-3.02, -2.29, 0.24], [0.11, -0.21, -0.02], [-0.27, -0.52, 0.72], [3.58, 0.25, -0.24], [0.06, 0.54, 0.72], [-0.52, 0.00, 0.16], [0.52, -0.39, -0.16], [0.03, -0.42, -0.03], [0.27, -0.70, 0.62], [0.02, -0.22, 0.12], [-0.30, 0.04, -0.25], [-0.34, 0.26, 0.30], [-0.03, -0.61, 1.31], [2.82, -0.61, -0.21], [-2.51, 1.91, -1.18], [-1.51, 0.88, -1.38], [0.71, -0.50, -0.51], [-0.46, -0.57, -0.05], [1.84, -1.09, 3.24], [0.10, 0.11, 0.14], [-0.55, 0.53, 0.30], [-0.45, -0.06, 0.05], [-0.12, -0.54, -0.54], [-0.05, 0.74, -0.55], [0.10, 0.01, -0.71], [0.19, -0.30, -0.12], [-0.22, 0.21, 0.26], [-0.88, 0.07, -0.41], [0.16, 0.54, 0.58], [-0.65, -2.60, 0.34], [0.00, 0.73, -0.38], [-0.63, -0.16, -0.28], [-0.73, 0.37, -1.65], [1.90, 0.62, 1.40], [0.10, -0.36, 0.15], [-0.34, 0.16, 0.03], [0.20, -0.05, 0.43], [-0.01, -0.32, -0.16], [0.48, 0.54, -0.20], [0.03, 0.05, -0.38], [0.30, 0.31, 0.21], [-0.20, 0.09, 0.35], [-0.36, -0.19, -0.27], [0.24, -0.68, 0.46], [-0.30, 2.15, 0.54], [-0.51, -1.37, 0.36], [1.22, 0.32, -0.87], [-1.23, 0.51, -0.15], [0.46, -1.95, -0.49], [-0.05, 0.28, 0.14], [0.38, 0.05, 0.15], [-0.07, 0.11, 0.03], [0.06, -0.35, -0.04], [0.02, 0.34, 0.02], [-0.18, 0.51, -0.12], [0.25, 0.10, -0.09], [0.13, 0.17, 0.40], [0.71, 1.30, 0.28], [0.31, -0.93, 0.52], [1.60, -0.24, 0.09], [-0.35, -0.97, -2.09], [0.89, -0.96, 0.77], [-1.15, 0.06, -1.37], [-1.96, 2.05, 2.62], [-0.10, 0.53, -0.19], [-0.29, -0.09, -0.52], [0.64, -0.15, 0.26], [0.99, 0.13, 0.13], [-0.96, -0.12, -0.47], [-0.15, -0.22, -0.14], [-0.31, -0.17, 0.03], [0.20, -0.19, 0.11]]
}

***

Entry 2:
{
  "formula": "C21H57CrF6N10O11P3S2",
  "method": "ωB97M-V/def2-TZVPD",
  "orbital_gap_ev": [7.50, 8.42],
  "spin_multiplicity": 5,
  "homo_ev": [-7.4, -8.3],
  "symbols": ["Cr", "C", "F", "F", "F", "S", "O", "O", "O", "C", "F", "F", "F", "S", "O", "O", "O", "C", "N", "O", "O", "H", "H", "H", "O", "P", "N", "C", "C", "N", "C", "C", "N", "C", "C", "H", "H", "H", "H", "H", "H", "H", "H", "H", "H", "H", "H", "H", "H", "H", "H", "H", "H", "O", "P", "N", "C", "C", "N", "C", "C", "N", "C", "C", "H", "H", "H", "H", "H", "H", "H", "H", "H", "H", "H", "H", "H", "H", "H", "H", "H", "H", "O", "P", "N", "C", "C", "N", "C", "C", "N", "C", "C", "H", "H", "H", "H", "H", "H", "H", "H", "H", "H", "H", "H", "H", "H", "H", "H", "H", "H"],
  "xyz": [[11.042651, -12.613034, 1.999049], [7.012222, -14.022539, 0.257464], [5.767068, -13.694109, -0.159701], [6.900577, -14.956013, 1.179034], [7.673568, -14.467070, -0.798789], [7.842786, -12.545597, 0.950386], [7.144754, -12.271957, 2.178205], [9.199023, -13.088632, 1.145104], [7.802763, -11.537449, -0.071433], [11.592102, -17.174951, 1.775808], [12.309145, -18.291926, 1.857741], [11.240678, -16.985582, 0.498763], [10.478897, -17.311088, 2.500550], [12.596277, -15.775167, 2.399337], [12.708408, -15.980880, 3.818626], [13.806206, -15.887037, 1.651322], [11.790494, -14.599229, 2.053281], [8.590935, -8.859750, 1.520138], [9.293878, -9.655812, 2.532727], [8.938123, -9.560222, 3.689202], [10.154911, -10.395151, 2.129321], [8.987598, -7.850509, 1.488929], [7.528594, -8.888224, 1.751529], [8.665186, -9.335514, 0.546048], [10.197032, -12.577983, 4.049983], [9.691872, -13.128575, 5.328162], [10.818183, -13.412154, 6.493333], [10.594381, -13.229385, 7.912456], [12.135926, -13.826058, 6.052498], [8.979232, -14.587020, 5.060082], [8.524142, -15.412726, 6.167894], [8.560334, -15.020683, 3.731257], [8.536621, -12.232337, 6.081033], [7.151696, -12.426552, 5.646175], [8.796122, -10.990588, 6.772918], [11.257925, -13.909631, 8.447961], [9.566773, -13.486636, 8.161560], [10.774355, -12.203061, 8.248884], [12.408967, -13.511538, 5.051427], [12.194613, -14.924818, 6.012748], [12.877643, -13.511758, 6.791189], [7.688719, -14.981977, 6.729668], [8.258271, -16.401201, 5.804540], [9.351984, -15.564772, 6.869964], [7.558833, -14.651825, 3.484464], [9.206823, -14.601767, 2.966654], [8.588013, -16.105637, 3.723601], [7.061627, -12.463084, 4.555760], [6.709891, -13.342201, 6.041052], [6.560061, -11.571631, 5.970440], [8.492464, -10.129859, 6.158006], [9.846613, -10.780073, 6.957265], [8.234515, -10.949324, 7.710718], [11.532896, -12.035402, 0.035740], [12.014796, -11.724659, -1.333399], [10.918144, -12.005976, -2.498455], [10.547954, -13.368385, -2.871417], [9.788475, -11.096255, -2.561477], [13.291121, -12.694120, -1.732581], [13.825408, -12.583572, -3.066377], [14.171115, -13.223896, -0.702562], [12.425768, -10.136742, -1.537354], [13.199043, -9.467604, -0.524860], [12.335959, -9.421638, -2.805436], [9.940340, -13.824114, -2.082564], [11.423737, -14.004230, -3.000388], [10.001476, -13.328684, -3.812315], [10.066332, -10.123126, -2.166685], [8.917732, -11.445981, -1.994670], [9.443500, -11.011695, -3.597980], [13.032190, -12.489782, -3.808659], [14.479280, -11.707345, -3.233656], [14.424408, -13.466100, -3.303191], [13.707214, -13.104155, 0.274515], [14.256361, -14.309630, -0.805670], [15.170806, -12.784529, -0.766304], [14.254797, -9.552885, -0.787051], [12.884329, -8.433345, -0.402933], [13.048520, -10.012073, 0.408458], [11.617244, -8.592366, -2.784693], [12.075228, -10.089371, -3.622190], [13.307737, -8.970490, -3.048343], [12.750960, -11.783212, 2.894568], [13.611826, -10.913979, 3.714798], [14.959324, -10.382834, 2.934935], [15.624480, -11.324831, 2.039396], [15.826843, -9.321732, 3.434296], [14.065629, -11.672825, 5.114861], [14.566861, -13.038977, 4.945759], [14.729979, -10.992879, 6.187296], [12.841331, -9.568091, 4.256266], [11.935658, -9.634711, 5.395633], [12.846336, -8.320901, 3.526556], [16.086243, -10.796880, 1.207869], [14.915398, -12.076920, 1.714882], [16.458589, -11.804441, 2.570102], [16.733253, -9.330244, 2.844110], [15.910431, -9.305195, 4.521971], [15.348803, -8.344830, 3.280347], [15.528920, -13.057318, 4.401835], [14.813505, -13.485858, 5.908907], [13.882511, -13.686451, 4.399791], [14.472274, -11.385393, 7.173630], [15.826810, -11.083165, 6.110307], [14.534086, -9.921450, 6.159805], [12.392990, -9.158079, 6.266487], [11.019906, -9.080662, 5.182393], [11.628898, -10.673639, 5.505526], [11.900210, -7.796218, 3.693721], [12.902525, -8.480042, 2.449093], [13.608534, -7.623258, 3.884619]],
  "atomic_forces_ev_per_a": [[-0.46, 0.55, 0.47], [-0.81, 1.06, -0.33], [0.32, -0.09, 0.19], [0.08, -0.60, 0.07], [0.27, -0.45, -0.21], [0.73, -0.14, 0.53], [-0.10, 0.16, -0.05], [0.02, -0.20, 0.12], [-0.33, 0.25, -0.23], [0.04, 0.41, 0.07], [-0.12, -0.27, 0.01], [0.00, -0.07, 0.03], [-0.11, -0.20, -0.03], [-0.12, 0.39, 0.40], [-0.13, -0.16, 0.19], [0.74, 0.07, -0.62], [-0.09, -0.38, -0.16], [-1.02, 0.08, -0.87], [-0.82, -0.07, 0.36], [0.19, 0.22, -0.08], [0.96, -0.06, -0.22], [0.04, 0.04, 0.27], [0.10, 0.29, 0.37], [0.48, -0.15, 0.14], [0.76, 0.13, -0.84], [-0.71, -1.03, 0.50], [-0.02, 1.19, -0.45], [-0.01, -0.23, -0.05], [-0.03, -1.32, 0.62], [-0.20, -0.28, -0.37], [0.72, 0.22, 0.30], [-0.34, 0.54, 0.07], [0.00, -0.16, 0.35], [-0.14, 0.14, -0.49], [-0.26, 0.94, -0.42], [-0.04, 0.04, 0.10], [-0.02, 0.02, 0.11], [0.16, -0.08, 0.07], [-0.83, 0.36, 0.42], [0.00, 0.11, 0.05], [-0.08, 0.30, -0.23], [-0.09, -0.09, -0.09], [-0.17, 0.02, -0.10], [-0.10, 0.05, 0.03], [-0.08, -0.26, 0.13], [0.19, -0.28, 0.08], [0.00, -0.06, -0.30], [0.09, 0.04, 0.07], [0.03, 0.08, 0.15], [0.00, -0.05, 0.13], [-0.21, -0.17, 0.07], [0.11, -0.51, 0.14], [0.16, -0.03, 0.06], [0.62, 0.29, 0.75], [0.20, -0.61, 0.03], [-0.22, 0.12, -0.68], [0.24, -0.23, 0.43], [-0.86, 0.06, -0.17], [-0.37, 0.14, 0.21], [0.54, 0.20, -0.55], [-0.22, -0.76, -0.10], [-0.85, 0.43, -0.65], [0.08, -0.81, 0.34], [0.50, 0.12, -0.11], [-0.17, 0.00, -0.20], [0.05, 0.15, -0.02], [-0.10, -0.05, 0.02], [-0.14, 0.03, -0.12], [0.33, -0.09, 0.13], [0.24, 0.22, -0.03], [-0.06, -0.17, 0.09], [-0.04, -0.11, 0.33], [-0.12, -0.04, 0.03], [0.15, 0.26, 0.01], [0.18, 0.03, -0.15], [-0.06, 0.13, 0.20], [0.27, 0.45, 0.13], [0.08, 0.12, -0.01], [0.05, 0.21, 0.22], [-0.06, -0.16, 0.17], [-0.08, -0.01, 0.05], [-0.03, -0.14, 0.05], [0.25, -0.99, -0.94], [-0.28, 1.07, 1.29], [-0.12, 0.03, -0.86], [0.49, -0.02, 0.52], [-1.42, 0.94, 0.16], [-0.41, -1.11, -0.05], [1.20, -0.19, -0.65], [0.96, 0.71, 0.19], [0.33, 0.42, -0.03], [-0.17, 0.04, -0.41], [-0.51, 0.47, -0.05], [-0.29, 0.05, -0.34], [0.09, -0.03, -0.20], [-0.15, -0.20, -0.09], [0.41, -0.07, 0.46], [0.82, -0.57, -0.07], [0.22, -0.14, -0.47], [-0.16, 0.18, 0.01], [-0.37, 0.06, 0.05], [0.37, 0.12, -0.01], [-0.31, -0.09, -0.09], [-0.10, -0.09, -0.05], [-0.24, -0.06, 0.14], [-0.07, -0.44, 0.30], [0.02, -0.01, -0.20], [0.15, 0.03, 0.60], [-0.07, -0.22, 0.01], [0.35, 0.04, 0.03], [0.11, -0.04, -0.21]]
}

***

Number 1: E_tot -141522.6356 eV. Number 2: E_tot -154394.1268 eV.